Entry 1:
Entry from the Open Molecules 2025 dataset: a cluster of 2 separate species, C3H3ClS in total at a distorted geometry (ωB97M-V with the def2-TZVPD basis set).

Total energy = -26512.2939 eV
Orbital gap (spin up / spin down) = 6.30 / 6.30 eV

```
8
Properties=species:S:1:pos:R:3:nbo_charge:R:1
C 1.599 -1.425 -0.259 -0.079
C 1.038 -0.332 -0.066 -0.106
C 0.426 0.794 0.225 -0.309
S -2.175 0.756 -0.630 -0.084
Cl -3.189 -0.401 0.619 -0.149
H 1.848 -2.323 -0.671 0.230
H 0.400 1.714 -0.360 0.244
H 0.053 1.217 1.142 0.254
```


Entry 2:
Entry from the Open Molecules 2025 dataset: the molecule C5H6O2 (ωB97M-V with the def2-TZVPD basis set).

Total energy = -9376.7630 eV
SMILES string = C=C1COC(=O)C1
Orbital gap = 10.79 eV

```
13
Properties=species:S:1:pos:R:3:nbo_charge:R:1
C -0.288 1.164 1.465 -0.376
C 0.053 0.278 0.540 -0.015
C 1.167 0.431 -0.466 -0.107
O 0.663 -0.183 -1.661 -0.488
C -0.445 -0.926 -1.401 0.796
O -1.082 -1.454 -2.267 -0.551
C -0.687 -0.950 0.104 -0.566
H -1.139 1.001 2.121 0.206
H 0.262 2.094 1.583 0.204
H 1.411 1.472 -0.687 0.204
H 2.082 -0.095 -0.163 0.192
H -0.243 -1.877 0.496 0.249
H -1.753 -0.954 0.336 0.251
```


> Which of these has the lowest total energy?

C3H3ClS